This record from the OMol25 dataset describes a molecular structure, C6H6N2O2S2 in a non-equilibrium geometry. The level of theory is ωB97M-V/def2-TZVPD.

Each line ends with the natural charge from an NBO analysis.
Cartesian coordinates (Å):
S 1.77673 -0.87590 0.88812  0.09
S 0.66574 3.95166 -0.56349  0.09
O -2.06468 -1.30209 0.48312  -0.34
O -1.15598 0.15645 1.93588  -0.52
N -1.60508 -2.29944 -0.41222  -0.13
N -0.19715 -2.31971 -0.21869  -0.45
C 0.24842 -1.33869 0.58588  -0.15
C 2.74920 0.82603 -0.35431  -0.20
C 1.76982 1.52972 -0.39225  -0.02
C 0.58308 2.33220 -0.43420  -0.14
C -0.70641 1.56167 -0.35087  -0.69
C -1.01486 -0.71147 1.13458  0.73
H -0.76238 0.84474 -1.17801  0.22
H -1.56191 2.23836 -0.38863  0.24
H 3.62978 0.22278 -0.32151  0.26
H 0.34258 -2.64745 -1.00908  0.42
H -0.73193 0.98545 0.57757  0.26
H -1.96496 -3.15432 0.01810  0.35

Calculated values
HOMO-LUMO gap = 0.268 hartree
E_tot = -35058.10061 eV
lowest unoccupied orbital energy = -0.937 eV
maximum force = 2.999 eV/Å
net charge = 0

***

This record from the OMol25 dataset describes C7H12 in the gas phase in a non-equilibrium geometry. The level of theory is ωB97M-V/def2-TZVPD.

Each line ends with the natural charge from an NBO analysis.
Cartesian coordinates (Å):
C 0.85072 0.18485 0.64941  -0.25
C -1.61895 0.35965 0.01348  -0.44
C -1.82314 -0.76161 -1.01918  -0.60
C 1.49084 0.64009 -0.43237  -0.13
C -0.89142 -0.31727 2.32955  -0.38
C -0.52416 0.07658 1.06595  -0.04
C 2.87784 0.45283 -1.03244  -0.64
H -2.29961 -0.28977 -1.92773  0.21
H -2.67907 0.45764 0.32553  0.22
H 3.10621 1.39597 -1.44288  0.23
H -2.45942 -1.56919 -0.52115  0.21
H -0.08934 -0.73044 3.05352  0.20
H 1.54500 -0.22007 1.42222  0.19
H -1.97968 -0.38247 2.69976  0.21
H -1.43637 1.32691 -0.50758  0.21
H 2.65742 -0.20655 -1.81751  0.22
H -0.86534 -1.22462 -1.31695  0.21
H 0.66533 0.87719 -1.24902  0.17
H 3.47314 -0.06972 -0.29261  0.22

Calculated values
HOMO-LUMO gap = 0.347 hartree
E_tot = -7451.29165 eV
lowest unoccupied orbital energy = 0.966 eV
structure (SMILES) = C=C(/C=C/C)CC
maximum force = 4.737 eV/Å
net charge = 0